{
  "formula": "C5H13NO",
  "method": "ωB97M-V/def2-TZVPD",
  "gap_ev": 9.68,
  "charge": 0,
  "smiles": "CCCCNCO",
  "species": ["O", "N", "C", "C", "C", "C", "C", "H", "H", "H", "H", "H", "H", "H", "H", "H", "H", "H", "H", "H"],
  "coordinates": [[2.5375, 2.5439, 1.0823], [0.7055, 1.0675, 0.5343], [-1.3190, -1.6384, -1.1011], [-0.0418, -1.4600, -0.1986], [1.6693, 1.5831, 1.5852], [-1.5359, -0.5803, -2.1142], [-0.0832, -0.1515, 0.7873], [0.1951, -0.5206, 1.8489], [-0.8040, -0.3096, -2.9268], [-1.1721, -0.0590, 0.8497], [2.3696, 0.7820, 1.9385], [0.1421, 1.8239, 0.2895], [0.8206, -1.2755, -0.9976], [2.9175, 3.2674, 1.6725], [-2.4529, -0.7936, -2.6062], [-2.2256, -1.7592, -0.4286], [0.0218, -2.3142, 0.4989], [-1.3319, -2.6547, -1.5834], [-1.6133, 0.3895, -1.6417], [1.2007, 2.0592, 2.5111]],
  "mulliken_charge": [-0.545, -0.297, -0.499, -0.487, -0.361, -1.077, -0.623, 0.357, 0.304, 0.350, 0.286, 0.230, 0.272, 0.334, 0.362, 0.294, 0.273, 0.318, 0.267, 0.241]
}

{
  "formula": "C51H68BN6O3P2Pt",
  "method": "ωB97M-V/def2-TZVPD",
  "gap_ev": [5.21, 5.21],
  "charge": -1,
  "species": ["Pt", "P", "P", "O", "O", "O", "N", "N", "N", "N", "N", "N", "C", "C", "C", "C", "C", "C", "C", "C", "C", "C", "C", "C", "C", "C", "C", "C", "C", "C", "C", "C", "C", "C", "C", "C", "C", "C", "C", "C", "C", "C", "C", "C", "C", "C", "C", "C", "C", "C", "C", "C", "C", "C", "C", "C", "C", "C", "C", "C", "C", "C", "C", "B", "H", "H", "H", "H", "H", "H", "H", "H", "H", "H", "H", "H", "H", "H", "H", "H", "H", "H", "H", "H", "H", "H", "H", "H", "H", "H", "H", "H", "H", "H", "H", "H", "H", "H", "H", "H", "H", "H", "H", "H", "H", "H", "H", "H", "H", "H", "H", "H", "H", "H", "H", "H", "H", "H", "H", "H", "H", "H", "H", "H", "H", "H", "H", "H", "H", "H", "H", "H"],
  "coordinates": [[0.4409, 0.6388, 0.9501], [-1.8469, 1.0077, -2.0849], [2.8223, -0.6718, -1.2441], [2.0625, -1.5578, 2.5250], [-1.0049, 1.3979, -0.9561], [0.0507, -1.0275, 3.3829], [1.6479, 0.1360, -0.6843], [-1.0914, 1.5047, 2.3839], [-3.4590, 1.2602, -1.7548], [-1.7301, -0.6073, -2.5157], [1.4526, 2.4235, 1.8293], [-1.5404, 1.8900, -3.4894], [-3.2299, 2.4163, 3.0854], [-5.2288, 2.0079, -0.3549], [2.8441, 3.7056, 3.0332], [0.9548, -0.8187, 5.5684], [3.3828, -0.0585, -2.8723], [1.9770, -2.3246, 3.7227], [2.9731, -3.1966, -2.6663], [-0.2183, 2.4534, -3.7241], [-4.6562, 0.6469, -2.2610], [5.4840, -1.5565, -0.6748], [-3.2236, 4.6346, 1.9221], [-1.1041, -2.8737, -2.4464], [-0.4034, 2.1366, 3.3152], [1.7343, 3.4482, 3.8282], [-2.0094, -2.6068, -3.6636], [4.4607, 0.8251, -2.9687], [1.8910, -3.8065, 3.3298], [-3.2534, -1.6396, 0.5188], [-0.7240, -1.4797, -1.9294], [-2.4435, 1.3366, 2.5905], [4.4021, -0.1634, 0.9588], [-3.7874, 2.2986, -0.7945], [3.9354, 1.2696, -5.2709], [4.3851, -0.8035, -0.2721], [1.9603, -3.1426, -0.4872], [0.6723, -1.7829, 4.4100], [-5.6035, 0.6971, -1.0583], [2.1315, -5.2194, -1.6738], [-4.4132, -0.0586, 2.7617], [-2.5064, 2.5602, -4.3258], [2.5473, -0.2086, -3.9847], [-2.4258, -1.0412, 1.6556], [-0.3094, -2.8557, 4.8886], [2.7488, -4.5607, -2.7275], [-5.1280, 0.9528, 3.3787], [-1.7188, 2.7814, -5.6169], [5.5196, -0.2437, 1.7694], [6.5986, -1.6375, 0.1388], [1.7439, -4.5042, -0.5474], [2.6324, 3.0427, 1.8239], [-2.7459, 3.8451, 3.1408], [-1.9074, -1.0906, -3.8671], [6.6207, -0.9793, 1.3599], [2.8270, 0.4378, -5.1705], [3.2546, -2.1108, 4.5350], [0.8818, 2.6363, 3.0575], [-4.5414, 2.2014, 3.4752], [2.5671, -2.4747, -1.5480], [4.7415, 1.4684, -4.1564], [-0.3204, 3.1430, -5.0983], [-3.1089, 0.1140, 2.3351], [0.9208, -0.8097, 2.3328], [1.4175, -1.3296, 6.4082], [-1.6955, -3.1656, -4.5434], [1.6742, -2.5498, 0.3740], [1.8318, -4.4408, 4.2107], [5.4623, -2.0765, -1.6241], [3.2706, 3.0188, 0.9576], [3.1742, -2.5787, 5.5139], [-2.2039, -1.8107, 2.4005], [3.0661, -5.1242, -3.5973], [-5.0831, 1.2189, -3.1057], [-5.3976, -0.1396, -0.3966], [-3.3608, -0.9091, -0.2794], [0.2823, -1.2144, -2.2704], [-4.2450, -1.9445, 0.8537], [-6.1181, 0.7674, 3.7743], [-5.8939, 2.8103, -0.6753], [-2.7879, -0.6375, -4.3249], [-5.1052, 3.0296, 3.8931], [-4.4401, -0.3691, -2.5924], [-1.6607, 3.9021, 3.1696], [-1.2064, -2.3549, 5.2471], [-0.5969, -3.5189, 4.0785], [1.5918, -0.0093, 5.2265], [5.0838, 0.9804, -2.0980], [4.0887, -2.5517, 3.9960], [-5.2877, 1.9148, 0.7279], [7.4975, -1.0453, 1.9921], [7.4582, -2.2161, -0.1769], [-3.1349, 4.3134, 4.0493], [-3.3948, 1.9422, -4.4728], [-3.0393, -2.8839, -3.4343], [-2.1517, 3.5625, -6.2441], [3.7015, 4.3065, 3.2855], [0.5253, 1.6532, -3.7039], [-0.2085, -3.4394, -2.7033], [1.2774, -5.0201, 0.2819], [-3.7110, 3.2937, -1.2504], [4.1599, 1.7711, -6.2033], [1.9481, -6.2852, -1.7334], [0.0126, -0.3843, 5.8907], [0.4651, 2.8073, -5.7749], [-1.4652, -0.6929, 1.2431], [2.7802, -4.0701, 2.7619], [1.0271, -3.9826, 2.6967], [-0.7194, -1.3964, -0.8429], [-1.6448, -3.4362, -1.6879], [-6.6520, 0.6640, -1.3545], [-2.9678, 5.6870, 2.0304], [-2.7397, 4.2574, 1.0266], [-0.2339, 4.2248, -4.9820], [3.4602, -1.0520, 4.6485], [5.5922, 2.1343, -4.2228], [3.4664, -2.6922, -3.4873], [1.6840, -0.8608, -3.9079], [2.1819, 0.2986, -6.0301], [-1.0356, -0.8527, -4.4968], [-4.3009, 4.5495, 1.7923], [-1.6810, 1.8492, -6.1841], [3.5168, 0.3836, 1.2606], [-0.8205, 2.2552, 4.3191], [-4.8844, -1.0242, 2.6364], [-2.8232, 3.5324, -3.9117], [5.5388, 0.2698, 2.7209], [0.0540, 3.1687, -2.9393], [0.1197, -3.4411, 5.6995], [1.5396, 3.8057, 4.8237], [-2.7631, -2.5203, 0.1094], [-3.0809, 2.2426, 0.0350]],
  "mulliken_charge": [2.181, -1.584, 1.638, 0.672, -0.894, -0.071, -0.104, 0.521, 0.565, 1.211, 0.187, 0.856, 1.069, -0.264, -0.931, -2.056, 0.027, 1.724, -0.681, 0.340, -0.416, -0.434, -1.157, -0.374, -0.230, -1.334, -0.776, -0.898, -2.136, -1.498, 1.001, -0.819, -0.284, 0.235, -0.662, 0.196, 0.134, 1.703, -0.678, -0.728, -0.620, -0.436, -0.050, 1.864, -2.098, -0.725, -1.198, -0.820, -0.542, -0.736, -0.532, -0.766, -0.658, -0.500, -0.574, -0.329, -2.098, 0.088, -0.587, 0.417, -0.725, -0.607, 0.612, -0.442, 0.439, 0.405, -0.208, 0.416, 0.379, 0.667, 0.316, 0.233, 0.389, 0.505, 0.103, 0.196, -1.152, 0.614, 0.373, 0.445, 0.511, 0.383, -0.007, -0.027, 0.447, 0.315, 0.264, 0.443, 0.467, -0.134, 0.361, 0.394, 0.575, 0.146, 0.248, 0.427, 0.434, -0.505, 0.121, 0.408, 0.402, 0.376, 0.378, 0.420, 0.280, -1.957, 0.524, 0.176, -0.376, 0.142, 0.484, 0.501, 0.132, 0.372, 0.337, 0.408, 0.412, 0.089, 0.455, 0.177, 0.287, 0.287, 0.043, 0.473, 0.399, 0.315, 0.461, 0.178, 0.371, 0.493, 0.167, -0.788]
}

Total energy (a.u.)
-328.22105; -3365.52010